Formula: C35H30Cl2N2O3SiTc
Source: OMol25
Level of theory: ωB97M-V/def2-TZVPD

For the total energy, the calculation gives -81025.0727 eV. As for the multiplicity: 4. The calculation puts the gap between HOMO and LUMO (alpha / beta) at 7.64 / 7.05 eV.

Positions of all 74 atoms, in Å:
Tc 1.1769 -0.1144 0.1633
Cl 3.5629 5.1993 5.0150
C 3.1813 3.8271 4.0361
C 3.8569 2.6210 4.2742
C 3.5894 1.5305 3.4973
Cl 4.4257 0.0485 3.7723
C 2.6378 1.5546 2.4208
O 2.4643 0.5316 1.7119
C 1.9490 2.8020 2.2360
C 0.9404 2.9340 1.2437
O 0.5161 2.0809 0.4630
C 2.2457 3.9159 3.0436
H 4.5834 2.5571 5.0692
H 0.4785 3.9359 1.1865
H 1.7156 4.8383 2.8639
C -0.2101 -0.9587 1.3164
C -1.1535 -1.2206 2.0537
C -2.2706 -1.3682 2.8975
C -3.4778 -0.7607 2.5193
C -4.5590 -0.7922 3.3757
C -4.4653 -1.4312 4.6027
C -3.2827 -2.0556 4.9708
C -2.1891 -2.0305 4.1271
H -3.5405 -0.2634 1.5621
H -5.4833 -0.3100 3.0920
H -5.3137 -1.4496 5.2705
H -3.2177 -2.5563 5.9258
H -1.2634 -2.5111 4.4097
N 2.5721 -0.2391 -3.1855
C 2.8511 0.8686 -2.4587
N 3.5494 1.8419 -3.0830
O 2.5677 0.9728 -1.2678
H 2.6265 -0.2118 -4.1882
H 1.8993 -0.8813 -2.7914
H 3.7558 1.8123 -4.0634
H 3.7756 2.6743 -2.5675
C 0.4842 2.7389 -5.0344
C 0.4599 3.1514 -3.7125
C 0.1086 2.2577 -2.7189
C -0.2338 0.9404 -3.0078
C -0.2188 0.5515 -4.3440
C 0.1427 1.4340 -5.3468
Si -0.6057 -0.2919 -1.5689
C -2.3646 0.3134 -1.0953
C -3.5263 -0.2942 -1.5634
C -4.7768 0.2425 -1.2990
C -4.8934 1.4077 -0.5586
C -3.7508 2.0157 -0.0644
C -2.5083 1.4677 -0.3288
H 0.7657 3.4305 -5.8143
H 0.7325 4.1657 -3.4579
H 0.0958 2.5896 -1.6930
H -0.4860 -0.4653 -4.5941
H 0.1655 1.1033 -6.3753
H -0.9178 -1.5305 -2.3823
H -3.4522 -1.2013 -2.1458
H -5.6615 -0.2535 -1.6754
H -5.8672 1.8350 -0.3616
H -3.8203 2.9157 0.5330
H -1.6325 1.9479 0.0762
C 2.3846 -1.9094 -0.1116
C 1.7666 -3.2461 -0.2598
C 1.5001 -4.0442 0.8534
C 1.0004 -5.3236 0.7118
C 0.7504 -5.8409 -0.5484
C 0.9781 -5.0509 -1.6612
C 1.4809 -3.7733 -1.5188
H 3.0701 -1.7434 -0.9529
H 2.9971 -1.8994 0.7973
H 1.6934 -3.6488 1.8395
H 0.8138 -5.9275 1.5864
H 0.3986 -6.8540 -0.6650
H 0.7711 -5.4287 -2.6513
H 1.6611 -3.1735 -2.4009

Formula: C35H30IN3O2P2PdS
Source: OMol25
Level of theory: ωB97M-V/def2-TZVPD

As for the charge: +2. For the total energy, the calculation gives -86326.3966 eV. The calculation puts the gap between HOMO and LUMO (alpha / beta) at 4.60 / 4.60 eV.

Positions of all 75 atoms, in Å:
Pd 0.6739 -0.1262 -1.0541
O 4.7952 -0.1146 -1.3078
C 3.6843 0.3580 -1.2555
O 2.6251 -0.4252 -1.2186
C 3.5153 1.8484 -1.2257
C 4.5528 2.5958 -0.7124
C 4.5008 3.9893 -0.7089
C 3.4075 4.6774 -1.2348
C 2.3462 3.9628 -1.7356
C 2.3787 2.5399 -1.7454
S 1.0581 1.7678 -2.4405
H 5.4241 2.0759 -0.3375
H 5.3303 4.5481 -0.2956
H 3.3957 5.7583 -1.2409
H 1.4798 4.4617 -2.1495
C -2.4256 -0.3611 2.0128
N -1.3770 -0.4329 0.9786
P -1.4992 0.2287 -0.5630
C -1.9671 1.9448 -0.3237
C -3.3307 2.2486 -0.2494
C -3.7399 3.5386 0.0494
C -2.7978 4.5333 0.2665
C -1.4431 4.2394 0.1960
C -1.0255 2.9510 -0.0970
C -2.7727 -0.5969 -1.4709
C -3.2743 -1.8210 -1.0258
C -4.2460 -2.4727 -1.7676
C -4.6972 -1.9130 -2.9563
C -4.1827 -0.7052 -3.4125
C -3.2185 -0.0401 -2.6720
P 0.2825 -0.3393 1.2179
C 0.9240 -2.0049 1.0617
C 0.0529 -3.0988 0.9848
C 0.5646 -4.3851 0.9880
C 1.9383 -4.5814 1.0591
C 2.8098 -3.4976 1.1194
C 2.3090 -2.2101 1.1194
C 0.6753 0.2827 2.8244
C 0.9968 1.6299 3.0025
C 1.3138 2.0919 4.2692
C 1.3058 1.2121 5.3429
C 0.9875 -0.1297 5.1627
C 0.6858 -0.6105 3.9010
H -3.3986 -0.4620 1.5363
H -2.3860 0.5927 2.5394
H -2.3025 -1.1762 2.7238
H -4.0759 1.4840 -0.4303
H -4.7952 3.7676 0.1077
H -3.1217 5.5404 0.4926
H -0.7110 5.0184 0.3627
H 0.0318 2.7322 -0.1317
H -2.9018 -2.2679 -0.1132
H -4.6461 -3.4164 -1.4233
H -5.4544 -2.4251 -3.5346
H -4.5351 -0.2822 -4.3431
H -2.8208 0.9027 -3.0295
H -1.0148 -2.9389 0.9217
H -0.1055 -5.2328 0.9389
H 2.3344 -5.5885 1.0675
H 3.8782 -3.6591 1.1639
H 2.9907 -1.3712 1.1676
H 0.9920 2.3120 2.1603
H 1.5706 3.1314 4.4183
H 1.5571 1.5717 6.3317
H 0.9897 -0.8059 6.0065
H 0.4670 -1.6615 3.7591
I -1.0766 -5.6120 -3.3696
C 0.0321 -3.9367 -2.9802
C 1.4008 -3.8425 -2.8162
N 1.6754 -2.5645 -2.5396
N 0.5667 -1.8062 -2.5157
C -0.4405 -2.6411 -2.7804
H 2.1781 -4.5850 -2.8857
H 2.5554 -2.1171 -2.3076
H -1.4502 -2.2785 -2.8525

Formula: C35H30LiN9O3S4
Source: OMol25
Level of theory: ωB97M-V/def2-TZVPD

As for the charge: -2. For the total energy, the calculation gives -99882.2304 eV. The calculation puts the gap between HOMO and LUMO (alpha / beta) at 6.05 / 2.68 eV.

Positions of all 82 atoms, in Å:
Li 0.6425 1.4680 -3.9498
S 0.3190 -1.7695 -4.7723
S 1.8142 -1.9656 -5.9995
S 3.0001 -0.1023 -5.8909
S 1.8361 1.3086 -6.5453
C -3.9777 -1.3607 -2.9015
N -2.8490 -0.5957 -3.3583
C -1.7837 -0.0657 -2.6648
N -1.3036 1.0005 -3.3034
C -2.0914 1.0847 -4.4408
N -3.0373 0.1693 -4.4628
C -5.1894 -0.5160 -2.4862
C -6.0333 0.0805 -3.4486
C -6.9461 1.0535 -3.0341
C -7.0591 1.3589 -1.6886
C -6.2661 0.7368 -0.7694
C -5.3179 -0.2325 -1.1309
C -6.4953 0.8873 0.6542
N -7.4592 1.3794 1.3529
N -7.1002 1.2403 2.7089
C -5.9762 0.6427 2.7484
O -5.5177 0.2976 1.4137
C -4.9706 0.3851 3.8102
C -5.1038 0.8441 5.1256
C -4.1985 0.3977 6.0690
C -3.0270 -0.3106 5.6737
C -2.7876 -0.6195 4.3495
C -1.6244 -1.4023 3.8140
N -1.0843 -0.7679 2.5217
C -0.8580 -1.2069 1.2103
N -0.9603 -0.1855 0.3430
C -1.1107 0.8870 1.1711
N -1.1661 0.6281 2.4662
C -3.8116 -0.2976 3.4380
H -3.6850 -1.9316 -1.9899
H -4.2795 -2.1110 -3.6709
H -1.4052 -0.4139 -1.6828
H -1.9649 1.8858 -5.1956
H -6.0860 -0.1470 -4.5370
H -7.5054 1.5092 -3.8549
H -7.9141 1.9626 -1.4806
H -4.7148 -0.7512 -0.3396
H -6.0508 1.1718 5.4423
H -4.3410 0.4480 7.1855
H -2.3256 -0.6779 6.4481
H -1.9255 -2.4263 3.5284
H -0.9424 -1.4908 4.6211
H -0.5575 -2.2063 0.9165
H -1.1214 1.9153 0.7946
H -3.7555 -0.5771 2.3665
C 8.3154 -3.0332 0.1569
C 7.0366 -2.3908 0.6212
C 6.3999 -2.8217 1.8198
C 5.1595 -2.2892 2.1629
C 4.5765 -1.2031 1.5084
C 5.1512 -0.7590 0.2975
N 4.5349 0.1652 -0.4297
C 4.1225 1.4562 -0.0753
C 4.4717 1.9563 1.1887
C 3.9115 3.1116 1.6622
C 3.0364 3.7788 0.7874
C 2.9098 3.4581 -0.5360
C 3.3907 2.2298 -1.0109
C 3.0095 1.5867 -2.3198
O 3.6681 0.5633 -2.7224
O 1.9850 2.0217 -2.8970
C 6.4459 -1.3414 -0.1403
C 6.9461 -1.0243 -1.5333
H 8.4500 -4.0130 0.6242
H 9.2040 -2.3875 0.4648
H 8.3495 -3.1998 -0.9528
H 6.7947 -3.7014 2.3469
H 4.6841 -2.7483 2.9910
H 3.7353 -0.7514 1.9124
H 4.3153 0.0454 -1.4960
H 5.1436 1.3499 1.7921
H 4.1014 3.4323 2.7030
H 2.4811 4.5435 1.2540
H 2.3433 4.0945 -1.2256
H 8.0949 -0.8338 -1.4192
H 6.5323 -0.0635 -1.8815
H 6.7687 -1.8432 -2.2284